{
  "formula": "C4H11N2S",
  "method": "the ωB97M-V functional and the def2-TZVPD basis",
  "gap_ha": [0.257, 0.257],
  "energy_ev": -18129.3562,
  "e_above_lowest_ev": 6.163,
  "charge": 1,
  "multiplicity": 1,
  "lumo_ev": [-5.621, -5.622],
  "e_homo_ev": [-12.6166, -12.6143],
  "elements": ["C", "C", "C", "C", "N", "N", "S", "H", "H", "H", "H", "H", "H", "H", "H", "H", "H", "H"],
  "xyz": [[0.2959, 0.2218, 2.9024], [-1.5681, 0.0602, -2.5599], [2.0418, 0.3546, 0.5394], [-0.0218, 0.0396, -0.8871], [-1.9314, -1.3689, -0.7142], [-1.2185, -0.4523, -1.2563], [0.4433, -0.4080, 0.8307], [0.7329, -0.7352, 3.3187], [0.7155, 1.1255, 3.0455], [-0.7457, 0.1143, 3.1933], [-2.0755, 1.0660, -2.4886], [-2.3803, -0.4524, -2.8578], [-0.7661, -0.1044, -3.3795], [2.4969, 0.2202, -0.4762], [2.8744, 0.1058, 1.1737], [1.9979, 1.3317, 0.8562], [0.6476, 0.6524, -1.3934], [-1.5389, -1.7710, 0.1531]],
  "mulliken_charge": [-0.814, -0.984, -1.124, -0.098, -0.809, 0.654, 0.140, 0.366, 0.366, 0.348, 0.326, 0.404, 0.346, 0.348, 0.437, 0.452, 0.408, 0.234]
}